(1)
# C4H10O

A cluster of 2 separate species, C4H10O in total in a non-equilibrium geometry (ωB97M-V/def2-TZVPD, the Open Molecules 2025 dataset).

The geometry in XYZ format:
```
15
Properties=species:S:1:pos:R:3
C 0.3361 0.4881 -0.4367
C 1.1179 -0.5852 -0.5390
C 0.4898 -1.8759 -1.0116
C 2.5513 -0.5419 -0.1039
H 0.8006 1.4233 -0.1751
H -0.7282 0.3682 -0.2899
H 0.7065 -2.7744 -0.4389
H -0.5817 -1.6991 -1.0571
H 0.9122 -2.1073 -1.9938
H 2.8000 0.4862 0.1468
H 2.6937 -1.1312 0.7885
H 3.2344 -0.8575 -0.8983
O -4.7938 2.7010 2.3193
H -4.8641 2.4495 1.3931
H -4.6747 3.6560 2.2966
```

The SMILES is C=C(C)C.O. The net charge is 0.

---

(2)
# C4H10O

An isolated molecule of C4H10O (ωB97M-V/def2-TZVPD, the Open Molecules 2025 dataset).

The geometry in XYZ format:
```
15
Properties=species:S:1:pos:R:3
C -0.6199 -1.9151 -0.1952
C -0.7972 -0.4061 -0.0557
C 0.5205 0.3567 0.0288
C 0.3241 1.8533 -0.1942
O 1.0583 0.0838 1.3172
H -0.0331 -2.3166 0.6365
H -0.1001 -2.1624 -1.1291
H -1.5891 -2.4249 -0.2096
H -1.3788 -0.0173 -0.9010
H -1.3616 -0.1731 0.8566
H 1.2055 -0.0288 -0.7465
H -0.0186 2.0465 -1.2174
H -0.4213 2.2515 0.5032
H 1.2597 2.4061 -0.0466
H 1.9516 0.4465 1.3528
```

The SMILES is CC[C@@H](C)O. The net charge is 0.

---

(3)
# C4H10O2

A cluster of 2 separate species, C4H10O2 in total (ωB97M-V/def2-TZVPD, the Open Molecules 2025 dataset).

The geometry in XYZ format:
```
16
Properties=species:S:1:pos:R:3
O -2.3031 1.1273 -1.1694
C -1.8204 0.1096 -0.3264
C -0.6366 -0.6057 -0.9584
O 0.2473 0.4159 -1.4010
H -1.5107 1.5731 -1.5034
H -1.5176 0.5060 0.6585
H -2.6357 -0.6041 -0.1700
H -0.9704 -1.2179 -1.8085
H -0.1508 -1.2552 -0.2153
H 1.0134 0.0022 -1.8138
C 1.4136 -0.4324 1.8653
C 2.0181 0.4177 1.0418
H 1.8665 -1.3807 2.1468
H 0.4360 -0.2118 2.2931
H 2.9962 0.2010 0.6136
H 1.5541 1.3549 0.7470
```

The SMILES is OCCO.C=C. The net charge is 0.

---

In order of appearance, energy above the lowest of the compared OMol25 structures with the same formula, charge and spin = 100.4; 13.2; 182.5 kJ/mol.
In order of appearance, HOMO-LUMO gap = 10.0; 11.3; 10.8 eV.